Entry 1:
{"formula": "C40H49NO20", "method": "ωB97M-V/def2-TZVPD", "total_charge": 0, "smiles": "CNCc1cccc2c1C(=O)c1ccccc1C2=O.C[C@@H]1COC(=O)O1.C[C@@H]1COC(=O)O1.C[C@@H]1COC(=O)O1.C[C@@H]1COC(=O)O1.C[C@@H]1COC(=O)O1.C[C@@H]1COC(=O)O1", "homo_energy_ev": -8.9, "species": ["C", "N", "C", "C", "C", "C", "C", "C", "C", "C", "O", "C", "C", "C", "C", "C", "C", "C", "O", "H", "H", "H", "H", "H", "H", "H", "H", "H", "H", "H", "H", "H", "C", "C", "C", "O", "C", "O", "O", "H", "H", "H", "H", "H", "H", "C", "C", "C", "O", "C", "O", "O", "H", "H", "H", "H", "H", "H", "C", "C", "C", "O", "C", "O", "O", "H", "H", "H", "H", "H", "H", "C", "C", "C", "O", "C", "O", "O", "H", "H", "H", "H", "H", "H", "C", "C", "C", "O", "C", "O", "O", "H", "H", "H", "H", "H", "H", "C", "C", "C", "O", "C", "O", "O", "H", "H", "H", "H", "H", "H"], "xyz": [[-4.0585, 0.7120, 1.9049], [-3.9117, -0.4899, 1.1109], [-2.8454, -1.3519, 1.6123], [-1.4654, -0.7426, 1.4066], [-0.9649, -0.6620, 0.1060], [0.2707, -0.0767, -0.1515], [1.0129, 0.4469, 0.9016], [0.5250, 0.3998, 2.1953], [-0.7216, -0.2095, 2.4598], [-1.1817, -0.1776, 3.8734], [-1.7347, -1.0851, 4.4413], [-0.8590, 1.0930, 4.5833], [-1.7639, 1.6688, 5.4667], [-1.4162, 2.8587, 6.0960], [-0.1672, 3.4261, 5.8572], [0.7400, 2.8461, 4.9790], [0.3792, 1.6776, 4.3197], [1.2615, 1.0172, 3.3287], [2.4572, 0.9882, 3.4323], [-4.7434, 1.3872, 1.3999], [-4.4913, 0.5056, 2.8817], [-3.1239, 1.2713, 2.0579], [-3.7823, -0.2771, 0.1330], [-2.8799, -2.3071, 1.0911], [-3.0447, -1.5585, 2.6549], [-1.5563, -1.0513, -0.7108], [0.6393, -0.0101, -1.1600], [1.9719, 0.9070, 0.7051], [-2.7072, 1.1714, 5.6266], [-2.1277, 3.3180, 6.7631], [0.0826, 4.3499, 6.3573], [1.7090, 3.2826, 4.7956], [2.4348, -4.2982, -5.0678], [2.5366, -3.2387, -4.0015], [1.5090, -3.3386, -2.8948], [1.3437, -1.9598, -2.5143], [1.6629, -1.2007, -3.5786], [1.4570, -0.0271, -3.6395], [2.2361, -1.9342, -4.5491], [3.2327, -4.1785, -5.8004], [2.5096, -5.2954, -4.6340], [1.4909, -4.2199, -5.6033], [3.5492, -3.1979, -3.5909], [1.8431, -3.9277, -2.0449], [0.5483, -3.7186, -3.2477], [-5.2610, 2.6011, 8.0528], [-6.2351, 2.7343, 6.9085], [-6.6509, 1.4270, 6.2701], [-6.9155, 1.8166, 4.9172], [-6.1774, 2.9226, 4.6498], [-6.0192, 3.3838, 3.5684], [-5.6342, 3.4146, 5.7924], [-5.0475, 3.5752, 8.4919], [-5.6670, 1.9537, 8.8298], [-4.3150, 2.1854, 7.7028], [-7.1106, 3.3121, 7.2168], [-7.5408, 0.9918, 6.7177], [-5.8456, 0.6878, 6.2694], [0.2272, 2.8767, -3.1149], [0.3337, 3.8628, -1.9797], [-0.6709, 3.6628, -0.8661], [-0.8425, 4.9948, -0.3654], [-0.5548, 5.8580, -1.3710], [-0.7710, 7.0244, -1.3442], [0.0152, 5.1987, -2.4106], [1.0137, 3.0490, -3.8494], [0.3220, 1.8573, -2.7490], [-0.7285, 2.9851, -3.6301], [1.3530, 3.8776, -1.5828], [-0.3142, 3.0057, -0.0756], [-1.6345, 3.3001, -1.2328], [3.3845, -4.8381, -10.3624], [2.7483, -5.8748, -9.4700], [1.6036, -6.6433, -10.0930], [0.7858, -6.9543, -8.9550], [1.0186, -6.0154, -8.0116], [0.3694, -5.8634, -7.0268], [2.0911, -5.2590, -8.3459], [4.2283, -4.3640, -9.8625], [3.7422, -5.2956, -11.2847], [2.6697, -4.0521, -10.6072], [3.5053, -6.5589, -9.0766], [1.9179, -7.5567, -10.5912], [1.0182, -6.0335, -10.7847], [4.9081, 2.2912, -5.9300], [3.9996, 1.9754, -7.0919], [3.0145, 0.8572, -6.8407], [2.8331, 0.3107, -8.1556], [3.9524, 0.5724, -8.8704], [4.2070, 0.0949, -9.9281], [4.7450, 1.4498, -8.2063], [5.5536, 3.1373, -6.1645], [4.3227, 2.5369, -5.0438], [5.5525, 1.4401, -5.7075], [3.4859, 2.8800, -7.4290], [2.0662, 1.2047, -6.4386], [3.4126, 0.0748, -6.1913], [0.5555, -0.4290, 7.3140], [1.0677, -0.2391, 8.7189], [1.6801, -1.4686, 9.3518], [1.4074, -1.2658, 10.7447], [0.3084, -0.4777, 10.8419], [-0.2889, -0.2706, 11.8465], [-0.0124, 0.0376, 9.6296], [0.1779, 0.5103, 6.9215], [1.3502, -0.7867, 6.6577], [-0.2698, -1.1424, 7.2963], [1.7617, 0.6051, 8.7616], [2.7514, -1.5505, 9.1858], [1.1898, -2.3910, 9.0313]], "mulliken_charge": [-0.791, -0.264, -1.628, 1.213, -1.073, -0.121, -1.442, 0.338, 0.277, -0.059, -0.605, 0.472, -0.359, -0.470, -0.839, -0.767, 0.704, -0.344, -0.598, 0.420, 0.257, 0.173, 0.316, 0.530, 0.441, 0.579, 0.931, 0.518, 0.682, 0.480, 0.426, 0.544, -1.571, 0.494, -0.544, -0.198, 0.501, -0.439, -0.319, 0.385, 0.418, 0.352, 0.220, 0.357, 0.298, -1.199, 0.464, -0.435, -0.342, 0.682, -0.526, -0.350, 0.359, 0.387, 0.100, 0.271, 0.328, 0.281, -1.109, 0.630, 0.005, -0.335, 0.585, -0.546, -0.391, 0.245, 0.213, 0.358, 0.236, -0.050, 0.232, -1.438, 0.496, -0.509, -0.354, 0.638, -0.509, -0.268, 0.355, 0.383, 0.363, 0.237, 0.308, 0.313, -1.393, 0.577, -0.126, -0.350, 0.639, -0.545, -0.382, 0.367, 0.316, 0.358, 0.262, 0.152, 0.114, -0.965, 0.450, -0.509, -0.344, 0.589, -0.536, -0.305, -0.118, 0.417, 0.392, 0.292, 0.322, 0.327]}

Entry 2:
{"formula": "C40H50F2N6O3P2RuS", "method": "ωB97M-V/def2-TZVPD", "s_squared": 8.760, "total_charge": 1, "multiplicity": 6, "de_lowest_ev": 2.395, "homo_energy_ev": [-9.0, -10.4], "species": ["Ru", "S", "C", "C", "C", "C", "C", "N", "H", "H", "H", "H", "F", "C", "F", "H", "C", "N", "C", "P", "O", "N", "C", "C", "N", "C", "C", "H", "H", "H", "H", "H", "H", "H", "H", "H", "H", "H", "H", "H", "H", "H", "H", "H", "H", "O", "P", "C", "C", "C", "C", "C", "C", "C", "C", "C", "C", "C", "C", "C", "C", "C", "C", "C", "C", "H", "H", "H", "H", "H", "H", "H", "H", "H", "H", "H", "H", "H", "H", "H", "N", "C", "N", "C", "C", "C", "C", "C", "C", "H", "H", "H", "H", "H", "H", "C", "C", "C", "O", "H", "H", "H", "H", "H", "H"], "xyz": [[-1.9999, -1.5358, -0.7250], [-3.0650, 0.3816, 0.0759], [-4.3448, -0.7855, 0.3496], [-5.7033, -0.4922, 0.5710], [-6.5968, -1.5540, 0.4046], [-6.1810, -2.8750, 0.1043], [-4.8012, -3.0649, -0.1162], [-3.9426, -2.0259, 0.0425], [-5.9126, 0.5123, 0.7499], [-7.6384, -1.3606, 0.5307], [-6.8667, -3.7422, 0.0385], [-4.3654, -4.0196, -0.4244], [0.4910, 0.3485, -1.2855], [-0.1728, -0.8940, -1.5377], [0.8903, -1.8112, -1.4758], [-0.4781, -0.9401, -2.6441], [-0.5393, 4.1071, -5.0443], [-1.5647, 3.6728, -4.0910], [-1.0624, 3.6383, -2.7221], [-2.9478, 2.8464, -4.4718], [-2.9944, 1.5346, -3.7510], [-2.9265, 2.8244, -6.1704], [-2.1892, 1.6652, -6.8331], [-4.0471, 3.2923, -6.9990], [-4.1934, 3.8737, -4.0839], [-4.1045, 5.3068, -4.2020], [-5.4738, 3.3415, -3.6602], [0.4610, 4.0245, -4.6417], [-0.6341, 5.1107, -5.4151], [-0.5439, 3.4273, -5.9174], [0.0507, 3.6151, -2.8105], [-1.4536, 2.7470, -2.1217], [-1.3369, 4.5180, -2.1128], [-1.4913, 1.2672, -6.1111], [-1.7048, 1.8182, -7.8207], [-3.0442, 0.9585, -6.9628], [-4.9749, 3.3056, -6.4125], [-4.2310, 2.5177, -7.7126], [-3.8557, 4.1855, -7.6192], [-3.1746, 5.5019, -4.8238], [-3.9778, 5.8068, -3.2520], [-4.9647, 5.7361, -4.7557], [-6.2681, 3.3836, -4.4246], [-5.8222, 3.7814, -2.6926], [-5.3452, 2.2510, -3.4426], [3.1258, 1.0073, 3.9052], [4.3128, 0.6832, 4.7587], [5.4770, -0.3694, 3.8596], [4.9158, -0.8936, 2.7041], [5.6943, -1.6466, 1.8006], [7.0598, -1.9084, 2.1712], [7.6005, -1.4076, 3.3254], [6.8638, -0.5866, 4.1440], [5.2863, 2.1236, 5.2235], [6.3882, 1.9022, 6.0464], [7.1976, 2.9866, 6.3648], [6.8791, 4.2750, 5.9179], [5.6716, 4.4792, 5.3381], [4.8998, 3.4196, 4.8652], [3.7905, 0.0272, 6.3319], [4.3340, -1.1812, 6.8556], [4.1813, -1.5041, 8.2181], [3.4802, -0.6065, 9.0214], [2.9899, 0.5773, 8.5282], [3.0369, 0.8010, 7.1759], [3.8956, -0.6727, 2.3949], [5.2525, -2.1230, 0.9483], [7.7395, -2.4688, 1.5123], [8.6966, -1.6181, 3.5644], [7.3324, -0.0376, 4.9799], [6.6018, 0.9068, 6.4939], [8.1008, 2.8024, 6.9978], [7.5301, 5.0850, 6.0308], [5.2782, 5.5052, 5.3432], [4.0322, 3.5311, 4.2555], [4.6767, -1.9303, 6.1779], [4.6898, -2.3800, 8.6661], [3.3522, -0.8018, 10.1049], [2.5045, 1.2696, 9.1416], [2.4642, 1.5716, 6.7024], [-3.2216, -2.4736, -4.7368], [-2.8700, -1.7184, -3.6845], [-2.4056, -2.4680, -2.7215], [-2.4659, -3.8316, -3.1777], [-2.0632, -5.0451, -2.6365], [-2.1884, -6.2218, -3.4044], [-2.6947, -6.1497, -4.7143], [-3.2024, -4.9685, -5.2347], [-2.9798, -3.8347, -4.4430], [-3.6368, -2.0827, -5.5517], [-3.0631, -0.6648, -3.6395], [-1.5475, -5.0335, -1.6816], [-1.9303, -7.1983, -3.0278], [-2.6739, -7.0317, -5.3310], [-3.5238, -4.8646, -6.2632], [-0.2509, -4.5536, 1.9969], [-0.3509, -3.2779, 1.1639], [0.4908, -2.1261, 1.6300], [-1.1479, -3.2577, 0.1898], [-0.0071, -5.3602, 1.3000], [-1.2758, -4.8409, 2.4451], [0.5165, -4.4196, 2.7846], [0.6730, -2.3738, 2.6962], [0.0059, -1.1900, 1.5339], [1.5229, -2.0319, 1.0577]], "lowdin_spin": [3.774, 0.372, 0.068, 0.014, 0.017, 0.010, 0.021, 0.072, 0.003, 0.001, 0.001, 0.001, 0.040, 0.174, 0.039, 0.032, 0.000, 0.000, 0.000, 0.000, 0.000, 0.000, 0.000, 0.000, 0.000, 0.000, 0.000, 0.000, 0.000, 0.000, 0.000, 0.000, 0.000, 0.000, 0.000, 0.000, 0.000, 0.000, 0.000, 0.000, 0.000, 0.000, 0.000, 0.000, 0.000, 0.000, 0.000, 0.000, 0.000, 0.000, 0.000, 0.000, 0.000, 0.000, 0.000, 0.000, 0.000, 0.000, 0.000, 0.000, 0.000, 0.000, 0.000, 0.000, 0.000, 0.000, 0.000, 0.000, 0.000, 0.000, 0.000, 0.000, 0.000, 0.000, 0.000, 0.000, 0.000, 0.000, 0.000, 0.000, 0.010, 0.019, 0.115, 0.011, 0.001, 0.000, 0.000, 0.001, 0.004, 0.001, 0.002, 0.000, 0.000, 0.000, 0.000, 0.007, 0.026, 0.012, 0.139, 0.001, 0.001, 0.001, 0.001, 0.007, 0.001]}